No. 1
The following is a DFT calculation (ωB97M-V with the def2-TZVPD basis set) of a structure of composition C22H24AsN7O6SSeW.

```
! RIJCOSX wB97M-V def2-TZVPD def2/J DEFGRID3
* xyz 2 3
W -0.313 0.182 0.219
O -1.078 -1.697 3.925
As -1.562 -1.087 2.401
O -1.063 0.523 2.162
O -0.419 -1.557 1.200
C -3.350 -1.614 2.242
C -3.968 -2.321 3.282
C -5.295 -2.689 3.127
C -5.989 -2.369 1.965
C -5.377 -1.666 0.921
C -4.074 -1.316 1.113
S -2.259 0.295 -1.437
O -2.270 0.879 0.064
O -1.893 -1.116 -1.105
O -0.805 0.905 -1.653
H -0.146 -1.548 4.137
H -3.421 -2.577 4.180
H -5.791 -3.238 3.915
H -7.023 -2.672 1.859
H -5.918 -1.432 0.013
C 0.271 3.987 3.371
N -1.187 3.849 3.321
C -2.099 4.493 4.151
C -3.334 4.094 3.777
N -3.181 3.206 2.718
C -4.265 2.507 2.021
C -1.889 3.112 2.485
Se 1.252 1.684 0.594
H 0.513 4.722 4.132
H 0.638 4.332 2.409
H 0.719 3.031 3.632
H -1.779 5.188 4.907
H -4.307 4.371 4.142
H -5.168 3.103 2.120
H -4.416 1.527 2.468
H -3.999 2.398 0.976
C 1.085 -3.456 -0.174
C 1.321 -2.325 -1.114
N 1.041 -1.011 -0.991
C 1.561 -0.383 -2.125
C 2.116 -1.308 -2.923
N 1.953 -2.517 -2.281
C 2.436 -3.780 -2.864
N 3.813 -3.693 -3.192
N 4.169 -3.564 -4.510
N 5.428 -3.472 -4.594
C 5.969 -3.532 -3.321
C 7.300 -3.478 -2.902
C 7.532 -3.561 -1.549
C 6.472 -3.696 -0.629
C 5.156 -3.752 -1.029
C 4.931 -3.669 -2.405
H 0.986 -3.108 0.841
H 1.927 -4.145 -0.214
H 0.180 -4.003 -0.443
H 1.469 0.673 -2.290
H 2.618 -1.230 -3.872
H 1.899 -3.952 -3.795
H 2.231 -4.594 -2.174
H 8.103 -3.378 -3.619
H 8.546 -3.527 -1.176
H 6.706 -3.764 0.425
H 4.354 -3.866 -0.311
*
```

The LUMO energy (alpha / beta) is -7.236 / -8.041 eV. For the total energy, the calculation gives -6789.31555 hartree. Its relative energy (zero: lowest compared OMol25 entry of this formula, charge and spin) is 208.8 kJ/mol.

And the Löwdin charges, in e, turn out to be:
1. W 1.294
2. O -0.161
3. As 1.058
4. O -0.595
5. O -0.526
6. C -0.310
7. C -0.062
8. C -0.043
9. C -0.025
10. C -0.052
11. C 0.033
12. S 0.835
13. O -0.611
14. O -0.498
15. O -0.598
16. H 0.091
17. H 0.114
18. H 0.124
19. H 0.126
20. H 0.121
21. C 0.015
22. N -0.072
23. C 0.009
24. C 0.008
25. N -0.066
26. C 0.035
27. C 0.091
28. Se 0.523
29. H 0.106
30. H 0.088
31. H 0.093
32. H 0.144
33. H 0.145
34. H 0.108
35. H 0.096
36. H 0.085
37. C 0.017
38. C -0.267
39. N -0.095
40. C -0.128
41. C 0.007
42. N 0.020
43. C -0.049
44. N -0.074
45. N 0.063
46. N 0.093
47. C -0.216
48. C 0.008
49. C -0.065
50. C -0.068
51. C -0.015
52. C -0.170
53. H 0.063
54. H 0.077
55. H 0.112
56. H 0.096
57. H 0.141
58. H 0.152
59. H 0.136
60. H 0.124
61. H 0.111
62. H 0.109
63. H 0.096

***

No. 2
The following is a DFT calculation (ωB97M-V with the def2-TZVPD basis set) of a cluster of 3 separate species, C12H23FINO8PS2 in total.

```
! RIJCOSX wB97M-V def2-TZVPD def2/J DEFGRID3
* xyz -1 1
C -3.056 -2.150 1.335
C -2.239 -0.792 0.815
C -2.681 0.572 1.609
O -3.086 0.136 2.987
C -4.063 1.198 0.937
O -4.915 0.443 0.189
O -4.383 2.622 1.218
N -1.578 1.587 1.808
F -0.646 1.180 2.704
P -0.870 2.160 0.275
O 0.122 0.953 -0.504
I 0.796 3.884 1.011
H -4.124 -1.915 1.751
H -3.153 -2.963 0.473
H -2.449 -2.676 2.205
H -2.388 -0.670 -0.339
H -1.093 -1.012 1.042
H -3.307 0.979 3.500
H -0.080 0.884 -1.484
C 2.825 0.938 4.446
C 3.179 -0.397 3.792
C 4.072 -0.096 2.589
S 4.925 1.428 2.969
O 4.481 2.447 2.042
O 6.327 1.144 3.198
C 4.133 1.710 4.540
H 2.369 0.799 5.430
H 2.112 1.482 3.815
H 3.725 -1.021 4.509
H 2.284 -0.949 3.490
H 4.804 -0.890 2.423
H 3.482 0.063 1.682
H 3.989 2.780 4.699
H 4.779 1.297 5.320
C -1.660 -1.350 -6.128
C -0.211 -1.753 -5.860
C 0.368 -0.746 -4.868
S -1.010 -0.146 -3.902
O -1.195 1.262 -4.189
O -0.902 -0.654 -2.550
C -2.269 -1.067 -4.763
H -2.208 -2.135 -6.658
H -1.684 -0.445 -6.746
H -0.187 -2.758 -5.421
H 0.378 -1.783 -6.781
H 1.101 -1.211 -4.204
H 0.820 0.107 -5.381
H -3.189 -0.482 -4.816
H -2.443 -1.994 -4.209
*
```

The LUMO energy is 2.015 eV. For the total energy, the calculation gives -2662.90190 hartree.

And the Löwdin charges, in e, turn out to be:
1. C -0.134
2. C -0.162
3. C -0.412
4. O -0.075
5. C -0.374
6. O -0.154
7. O -0.280
8. N -0.304
9. F -0.121
10. P 0.603
11. O -0.452
12. I 0.291
13. H 0.077
14. H 0.071
15. H 0.068
16. H 0.101
17. H 0.113
18. H 0.126
19. H 0.004
20. C -0.222
21. C -0.218
22. C -0.225
23. S 0.659
24. O -0.340
25. O -0.345
26. C -0.239
27. H 0.118
28. H 0.111
29. H 0.115
30. H 0.119
31. H 0.102
32. H 0.110
33. H 0.110
34. H 0.106
35. C -0.229
36. C -0.225
37. C -0.225
38. S 0.679
39. O -0.306
40. O -0.329
41. C -0.227
42. H 0.116
43. H 0.121
44. H 0.118
45. H 0.114
46. H 0.108
47. H 0.108
48. H 0.116
49. H 0.114

***

No. 3
The following is a DFT calculation (ωB97M-V with the def2-TZVPD basis set) of a structure of composition C44H31F4N10STi.

```
! RIJCOSX wB97M-V def2-TZVPD def2/J DEFGRID3
* xyz -2 2
Ti -0.209 0.272 0.347
C -2.295 -3.380 5.572
C -2.630 -4.324 4.568
C -2.454 -4.037 3.236
C -1.920 -2.788 2.891
C -1.650 -2.169 1.635
N -1.963 -2.727 0.474
C -2.022 -2.021 -0.641
C -2.598 -2.528 -1.850
C -3.075 -3.793 -2.210
C -3.604 -3.957 -3.470
C -3.679 -2.873 -4.375
C -3.225 -1.623 -4.024
C -2.671 -1.453 -2.749
C -2.122 -0.321 -2.078
N -2.121 0.907 -2.599
C -1.620 1.911 -1.941
N -0.892 1.882 -0.751
C -0.631 3.198 -0.381
N 0.051 3.624 0.617
C 0.687 2.607 1.405
N -0.214 1.526 1.841
C -0.144 1.370 3.186
N -0.587 0.369 3.883
C -1.098 -0.698 3.218
N -1.114 -0.909 1.857
C -1.595 -1.847 3.885
C -1.784 -2.149 5.243
C 0.681 2.453 3.747
C 1.002 2.757 5.061
C 1.865 3.819 5.290
C 2.394 4.549 4.224
C 2.074 4.229 2.912
C 1.220 3.165 2.691
C -1.213 4.091 -1.392
C -1.233 5.471 -1.491
C -1.845 6.036 -2.600
C -2.428 5.225 -3.583
C -2.412 3.845 -3.477
C -1.789 3.284 -2.366
N -1.683 -0.694 -0.824
H -2.443 -3.642 6.614
H -3.032 -5.287 4.864
H -2.709 -4.748 2.461
H -3.015 -4.613 -1.509
H -3.969 -4.929 -3.778
H -4.102 -3.035 -5.360
H -3.280 -0.787 -4.707
H -1.524 -1.423 6.001
H 0.593 2.172 5.872
H 2.137 4.083 6.304
H 3.065 5.375 4.428
H 2.478 4.786 2.078
H -0.774 6.078 -0.722
H -1.878 7.113 -2.709
H -2.903 5.691 -4.439
H -2.865 3.210 -4.225
C 4.519 0.657 -2.293
C 3.432 -0.402 -2.399
N 2.099 0.143 -2.561
C 1.962 1.072 -3.676
C 2.176 2.539 -3.309
C 1.102 -0.903 -2.670
C 1.043 -1.940 -1.553
N 0.968 -1.448 -0.176
C 1.371 -2.350 0.745
C 1.713 -1.948 2.055
F 1.655 -0.628 2.376
C 2.126 -2.827 3.031
F 2.464 -2.327 4.245
C 2.231 -4.191 2.809
C 1.875 -4.615 1.545
F 1.905 -5.946 1.258
C 1.436 -3.751 0.560
F 0.987 -4.331 -0.585
H 5.455 0.190 -1.980
H 4.243 1.406 -1.552
H 4.697 1.156 -3.246
H 3.437 -0.996 -1.483
H 3.673 -1.092 -3.240
H 0.943 0.968 -4.057
H 2.631 0.774 -4.505
H 1.845 2.706 -2.284
H 1.597 3.182 -3.972
H 3.222 2.840 -3.372
H 1.260 -1.498 -3.598
H 0.133 -0.417 -2.786
H 1.930 -2.585 -1.643
H 0.178 -2.570 -1.796
H 2.559 -4.874 3.573
S 1.896 1.666 0.383
*
```

The LUMO energy (alpha / beta) is 4.517 / 4.351 eV. For the total energy, the calculation gives -3890.25426 hartree. Its relative energy (zero: lowest compared OMol25 entry of this formula, charge and spin) is 4.6 kJ/mol.

And the Löwdin charges, in e, turn out to be:
1. Ti 1.017
2. C -0.127
3. C -0.125
4. C -0.036
5. C -0.120
6. C -0.311
7. N 0.188
8. C -0.327
9. C -0.126
10. C -0.032
11. C -0.123
12. C -0.126
13. C -0.039
14. C -0.126
15. C -0.330
16. N 0.173
17. C -0.303
18. N 0.021
19. C -0.356
20. N 0.137
21. C -0.797
22. N -0.070
23. C -0.319
24. N 0.174
25. C -0.281
26. N 0.057
27. C -0.128
28. C -0.039
29. C -0.095
30. C -0.022
31. C -0.110
32. C -0.104
33. C -0.027
34. C -0.158
35. C -0.106
36. C -0.028
37. C -0.115
38. C -0.115
39. C -0.030
40. C -0.115
41. N 0.049
42. H 0.079
43. H 0.079
44. H 0.101
45. H 0.103
46. H 0.080
47. H 0.080
48. H 0.098
49. H 0.099
50. H 0.106
51. H 0.085
52. H 0.086
53. H 0.110
54. H 0.105
55. H 0.083
56. H 0.085
57. H 0.102
58. C -0.098
59. C -0.265
60. N -0.187
61. C -0.251
62. C -0.089
63. C -0.194
64. C -0.215
65. N -0.061
66. C -0.196
67. C -0.143
68. F 0.039
69. C -0.211
70. F 0.067
71. C 0.037
72. C -0.219
73. F 0.050
74. C -0.140
75. F 0.052
76. H 0.067
77. H 0.051
78. H 0.056
79. H 0.108
80. H 0.117
81. H 0.107
82. H 0.112
83. H 0.034
84. H 0.065
85. H 0.050
86. H 0.129
87. H 0.089
88. H 0.112
89. H 0.108
90. H 0.117
91. S 0.670

***

no.,strongest force on any atom (Eh/bohr)
1,0.0152
2,0.1541
3,0.0178